(1)
A cluster of 8 separate species, C54H118N6O8 in total at a distorted geometry. Source: the OMol25 dataset; level of theory: the ωB97M-V functional and the def2-TZVPD basis.

As for the structure (SMILES): CC1(C)CCCC(C)(C)N1O.CC1(C)CCCC(C)(C)N1O.CC1(C)CCCC(C)(C)N1O.CC1(C)CCCC(C)(C)N1O.CC1(C)CCCC(C)(C)N1O.CC1(C)CCCC(C)(C)N1O.O.O. Its max |F| is 4.42 eV/Å. As for the HOMO energy: -7.94 eV. Its frontier orbital gap is 8.19 eV. The LUMO energy is 0.250 eV.

Last column: Löwdin charge in e.
Positions of all 186 atoms, in Å:
O -1.26947 -2.44311 3.94365  -0.04
H -1.42188 -1.53697 3.67549  0.00
H -1.36448 -2.95104 3.13791  0.03
O 2.31151 1.33471 -4.92193  -0.05
H 2.57428 0.56882 -4.41145  -0.02
H 1.42390 1.53024 -4.62168  0.02
C -5.51679 -4.09083 -0.48155  -0.03
C -5.80205 -2.91793 -1.47206  -0.44
C -4.44931 -2.13841 -1.85452  -0.12
C -3.50085 -2.82746 -2.92522  -0.14
C -4.34260 -3.37215 -4.21168  -0.05
C -5.80276 -4.02808 -3.79255  -0.48
N -6.49344 -3.38979 -2.71024  -0.15
O -7.79875 -3.85249 -2.45522  0.00
C -6.71779 -3.81990 -4.99752  -0.07
C -5.69400 -5.55047 -3.44837  -0.03
C -6.54966 -1.80286 -0.69705  -0.06
H -6.39676 -4.57735 -0.06075  0.08
H -4.85787 -3.88075 0.36094  0.08
H -4.97555 -4.86814 -1.02095  0.05
H -4.71654 -1.19975 -2.33995  0.11
H -3.93794 -1.91203 -0.91891  0.09
H -2.98311 -3.70026 -2.52739  0.09
H -2.73285 -2.10312 -3.19651  0.08
H -3.69256 -4.08469 -4.71945  0.10
H -4.51718 -2.55246 -4.90862  0.10
H -6.85548 -2.74554 -5.11965  0.08
H -6.21982 -4.15986 -5.90557  0.08
H -7.68726 -4.29499 -5.14758  0.08
H -4.73769 -5.67047 -2.93929  0.06
H -6.57693 -6.03810 -3.03518  0.09
H -5.44651 -5.94257 -4.43483  0.07
H -6.93778 -1.03416 -1.36529  0.08
H -6.02214 -1.40601 0.17033  0.08
H -7.49312 -2.16180 -0.28581  0.07
H -8.34517 -3.19829 -2.89685  0.10
C 5.62556 -2.35332 -3.36506  -0.03
C 4.36847 -2.74743 -4.31037  -0.35
C 4.34238 -4.34022 -4.47536  -0.13
C 3.09437 -4.73084 -5.23803  -0.19
C 1.84957 -4.26886 -4.43705  -0.13
C 1.73285 -2.72512 -4.13103  -0.44
N 3.05591 -2.29770 -3.62997  -0.13
O 3.05845 -1.06055 -3.06886  -0.02
C 1.20988 -2.01050 -5.38186  -0.04
C 0.54051 -2.61613 -3.06362  -0.02
C 4.63509 -1.90531 -5.61425  -0.03
H 5.45672 -2.24395 -2.29380  0.06
H 6.13481 -1.42580 -3.62671  0.06
H 6.37288 -3.14681 -3.36665  0.07
H 5.14271 -4.70143 -5.12119  0.11
H 4.44267 -4.80220 -3.49321  0.12
H 3.01496 -5.79720 -5.44943  0.11
H 3.03701 -4.27246 -6.22529  0.10
H 1.65876 -4.81298 -3.51205  0.11
H 1.01028 -4.53452 -5.07979  0.11
H 1.12089 -0.94013 -5.19620  0.06
H 1.71401 -2.08373 -6.34550  0.08
H 0.24997 -2.42681 -5.68741  0.08
H 0.19906 -1.58187 -3.10626  0.05
H -0.38855 -3.16625 -3.21301  0.07
H 0.89919 -2.71954 -2.03954  0.08
H 4.07096 -2.28562 -6.46585  0.06
H 5.60353 -1.91496 -6.11439  0.08
H 4.37918 -0.86485 -5.41415  0.08
H 3.34089 -1.29961 -2.18303  0.10
C -8.63369 1.68516 2.86005  -0.04
C -7.37783 2.62292 2.68184  -0.43
C -6.38600 1.91850 1.64134  -0.12
C -5.42657 2.82681 0.88594  -0.21
C -6.16928 4.05045 0.48478  -0.17
C -7.07041 4.86906 1.43881  -0.47
N -7.89497 3.91741 2.21958  -0.11
O -8.75868 4.59391 3.10434  -0.01
C -6.10781 5.80586 2.19563  -0.04
C -7.86822 5.77698 0.44821  -0.04
C -6.66057 2.72860 4.08187  -0.03
H -8.57117 0.70663 3.33616  0.08
H -9.06964 1.34590 1.92039  0.07
H -9.47641 2.16804 3.35480  0.07
H -5.81305 1.12123 2.11485  0.11
H -7.04345 1.36752 0.96881  0.10
H -4.96996 2.27167 0.06652  0.11
H -4.53750 3.07775 1.46446  0.09
H -6.80858 3.72350 -0.33528  0.12
H -5.25236 4.55096 0.17358  0.13
H -5.77294 6.70095 1.67145  0.08
H -6.57882 6.19175 3.09970  0.08
H -5.25717 5.26744 2.61348  0.07
H -7.20494 6.19760 -0.30758  0.08
H -8.57173 5.16464 -0.11590  0.08
H -8.42124 6.57799 0.93874  0.08
H -5.69275 3.22582 4.01708  0.07
H -6.46190 1.73635 4.48693  0.07
H -7.30595 3.25848 4.78246  0.07
H -9.60553 4.32140 2.74352  0.10
C 6.92261 -2.73486 4.47749  -0.05
C 5.44657 -2.39755 4.62459  -0.54
C 5.12269 -2.84889 6.08399  -0.14
C 3.82718 -2.28759 6.67508  -0.17
C 3.72510 -0.72321 6.51468  -0.12
C 4.01547 -0.25725 5.04697  -0.43
N 5.26577 -0.99060 4.55282  -0.09
O 5.56982 -0.47814 3.25835  -0.03
C 2.71379 -0.70241 4.22431  -0.03
C 4.16669 1.22533 5.06672  -0.05
C 4.61366 -3.25618 3.60688  -0.01
H 7.13810 -3.78122 4.69383  0.09
H 7.43646 -2.10465 5.20336  0.08
H 7.35877 -2.42876 3.52662  0.08
H 4.91138 -3.91815 6.09516  0.12
H 5.92992 -2.51863 6.73774  0.12
H 3.90514 -2.61252 7.71260  0.11
H 2.97389 -2.77371 6.20213  0.10
H 4.32504 -0.16778 7.23556  0.11
H 2.68144 -0.52598 6.75958  0.11
H 2.13206 -1.55067 4.58504  0.07
H 2.00878 0.12608 4.15596  0.05
H 2.89941 -0.91025 3.17053  0.07
H 3.47480 1.71108 5.75480  0.09
H 5.10960 1.59473 5.46988  0.09
H 4.16585 1.63702 4.05746  0.08
H 4.98404 -2.84176 2.66924  0.08
H 3.53813 -3.09901 3.68821  0.06
H 4.80136 -4.31800 3.76627  0.08
H 6.46976 -0.15359 3.33822  0.10
C -2.12540 1.14013 2.53423  0.01
C -0.63126 1.62608 1.94508  -0.39
C 0.42262 0.45767 2.16428  -0.13
C 0.30427 -0.57695 1.01846  -0.17
C 0.33950 0.08654 -0.34700  -0.13
C -0.77406 1.14936 -0.60536  -0.48
N -0.77804 2.10446 0.50464  -0.12
O -1.50454 3.24316 0.33445  0.00
C -0.30245 1.82115 -1.90708  -0.04
C -2.09430 0.45420 -0.83852  -0.02
C -0.08713 2.70966 2.77304  -0.07
H -2.53959 0.25384 2.05360  0.05
H -3.00873 1.77081 2.43372  0.05
H -2.08201 0.92547 3.60200  0.07
H 1.42535 0.87207 2.05988  0.10
H 0.31514 -0.16424 3.05298  0.09
H -0.67395 -1.05712 1.04317  0.09
H 1.01027 -1.39854 1.13952  0.11
H 0.41888 -0.55451 -1.22498  0.09
H 1.28093 0.63400 -0.39301  0.10
H 0.66190 2.32647 -1.95996  0.07
H -0.28005 1.14185 -2.75924  0.07
H -0.82341 2.73062 -2.20636  0.08
H -2.28880 0.00713 -1.81340  0.08
H -2.15963 -0.32990 -0.08417  0.06
H -2.95874 1.09403 -0.66113  0.08
H -0.87905 3.44730 2.90286  0.09
H 0.88227 3.11124 2.47791  0.09
H 0.22356 2.23699 3.70480  0.09
H -0.91433 3.96779 0.11501  0.11
C 5.40393 5.11875 -1.59763  -0.05
C 5.69253 4.36430 -0.29295  -0.48
C 4.22623 4.03239 0.26847  -0.11
C 3.56387 2.70690 -0.14672  -0.21
C 4.53910 1.55913 -0.03971  -0.14
C 5.88875 1.80584 -0.78248  -0.40
N 6.49552 3.12780 -0.34005  -0.13
O 7.71828 3.39796 -0.85832  -0.01
C 6.77678 0.81087 -0.03566  -0.06
C 5.88911 1.58807 -2.37409  0.02
C 6.35302 5.42947 0.59298  -0.05
H 6.38958 5.11757 -2.06301  0.08
H 5.16004 6.17677 -1.50169  0.08
H 4.69068 4.62193 -2.25533  0.08
H 4.28553 3.99277 1.35614  0.11
H 3.46039 4.70886 -0.11096  0.11
H 3.25948 2.84617 -1.18404  0.09
H 2.58260 2.62899 0.32140  0.09
H 4.01945 0.68201 -0.42535  0.11
H 4.65061 1.42205 1.03586  0.11
H 7.81910 0.86841 -0.34927  0.08
H 6.76734 0.87822 1.05221  0.07
H 6.41278 -0.21561 -0.07963  0.08
H 4.90674 1.94048 -2.68850  0.07
H 6.70113 1.94236 -3.00906  0.08
H 5.78521 0.50962 -2.49337  0.04
H 6.62521 5.03247 1.57094  0.08
H 5.66433 6.25229 0.78474  0.08
H 7.28009 5.81556 0.16924  0.08
H 8.32264 2.81744 -0.38998  0.10


(2)
A cluster of 10 separate species, C54H120F24N6P4 in total at a distorted geometry. Source: the OMol25 dataset; level of theory: the ωB97M-V functional and the def2-TZVPD basis.

The charge is +2. Its max |F| is 7.10 eV/Å. As for the HOMO energy: -10.79 eV. Its frontier orbital gap is 6.14 eV. The LUMO energy is -4.650 eV.

Last column: Löwdin charge in e.
Positions of all 208 atoms, in Å:
C 3.51250 -4.66078 7.12481  -0.11
C 3.42972 -3.16354 6.91121  -0.24
C 2.03656 -2.62273 6.47345  -0.17
C 1.04652 -2.59951 7.62358  -0.10
N -0.44119 -2.09294 7.38353  -0.21
C -1.24971 -2.87168 6.37663  -0.07
C -2.54675 -1.99727 5.96811  -0.07
C -2.12670 -0.60964 6.53155  -0.17
C -0.61051 -0.65107 6.82092  -0.07
C -1.17857 -2.12718 8.77623  0.03
H 2.82696 -5.13067 7.83004  0.07
H 4.51053 -4.86602 7.51199  0.08
H 3.43595 -5.20785 6.18514  0.09
H 4.13881 -2.87478 6.13538  0.11
H 3.82407 -2.66692 7.79774  0.10
H 1.57206 -3.05027 5.58489  0.11
H 2.19501 -1.56711 6.25280  0.10
H 1.45884 -2.03895 8.46254  0.12
H 1.00170 -3.56026 8.13647  0.12
H -1.43674 -3.88836 6.72225  0.14
H -0.61066 -2.78866 5.49752  0.11
H -3.32775 -2.30552 6.66317  0.10
H -2.75898 -2.03342 4.89958  0.12
H -2.70466 -0.19296 7.35644  0.09
H -2.38911 0.02647 5.68621  0.10
H -0.24482 0.10964 7.51065  0.10
H 0.02431 -0.59074 5.93691  0.14
H -1.05850 -3.11889 9.21236  0.10
H -2.23113 -1.84726 8.73284  0.09
H -0.59959 -1.49342 9.44796  0.09
C 1.41392 7.07928 3.95423  -0.08
C 2.51547 6.53073 4.84728  -0.24
C 3.36339 5.55721 4.06487  -0.19
C 4.24807 4.70523 5.01192  -0.10
N 4.91574 3.47901 4.35540  -0.20
C 3.88881 2.38629 3.96112  -0.10
C 4.55270 1.07346 4.00210  -0.15
C 5.86275 1.31851 4.68888  -0.14
C 5.85341 2.73858 5.28998  -0.10
C 5.67721 3.90310 2.99139  0.08
H 0.83605 6.33716 3.40338  0.07
H 1.69403 7.87570 3.26477  0.08
H 0.65195 7.51503 4.60050  0.03
H 2.06910 5.99070 5.68228  0.08
H 3.19953 7.23347 5.32302  0.12
H 4.05704 6.12611 3.44575  0.12
H 2.79976 4.85747 3.44778  0.11
H 3.65539 4.26831 5.81563  0.11
H 5.09192 5.21651 5.47516  0.13
H 3.29052 2.63516 3.08463  0.13
H 3.32097 2.28674 4.88618  0.13
H 4.64363 0.70546 2.98013  0.12
H 3.91250 0.41133 4.58504  0.12
H 6.78793 1.21846 4.12133  0.12
H 5.99077 0.60780 5.50534  0.11
H 6.84390 3.18815 5.36013  0.13
H 5.50612 2.81547 6.32032  0.12
H 5.01231 4.46570 2.33605  0.08
H 6.03809 3.02343 2.45843  0.11
H 6.58079 4.49147 3.15100  0.10
C -4.93527 1.19810 3.63348  -0.07
C -5.26175 2.03064 4.89124  -0.20
C -6.46251 1.43947 5.78900  -0.17
C -6.92554 2.46222 6.86404  -0.09
N -7.95285 1.82322 7.86126  -0.24
C -7.34267 0.75435 8.81067  -0.08
C -8.40604 -0.36196 8.82669  -0.12
C -8.93789 -0.30418 7.37075  -0.13
C -9.12945 1.17383 7.17073  -0.11
C -8.39763 2.93125 8.79457  0.01
H -4.21790 1.64085 2.94250  0.07
H -5.80362 0.85075 3.07364  0.08
H -4.48004 0.24793 3.91286  0.08
H -5.55386 3.06479 4.70874  0.08
H -4.40451 1.98398 5.56283  0.08
H -6.33667 0.41190 6.13013  0.10
H -7.36263 1.33577 5.18307  0.10
H -7.34581 3.32622 6.34929  0.13
H -6.07449 2.71749 7.49543  0.12
H -6.92973 1.19515 9.71801  0.13
H -6.52401 0.24507 8.30222  0.12
H -9.21461 -0.07207 9.49773  0.12
H -8.05841 -1.33165 9.18298  0.13
H -9.84906 -0.89304 7.26537  0.14
H -8.23905 -0.63837 6.60391  0.11
H -10.00188 1.43401 7.77013  0.13
H -9.31772 1.63752 6.20241  0.15
H -8.74321 3.79396 8.22499  0.11
H -7.55857 3.33247 9.36299  0.10
H -9.19284 2.49290 9.39756  0.11
C -3.99896 6.62572 -4.15582  -0.11
C -4.26088 5.87042 -2.91694  -0.25
C -3.71148 6.45642 -1.57862  -0.18
C -4.00091 5.42693 -0.46175  -0.07
N -3.72753 6.03191 0.99495  -0.18
C -4.21882 4.99192 2.04007  -0.09
C -4.50216 5.77449 3.35887  -0.13
C -4.68836 7.24109 2.88765  -0.14
C -4.75068 7.10590 1.34940  -0.10
C -2.20578 6.33432 1.16459  0.07
H -4.71942 7.43893 -4.24370  0.08
H -3.90463 6.06437 -5.08539  0.09
H -3.09563 7.22695 -4.05277  0.05
H -3.73300 4.91926 -2.98562  0.12
H -5.32883 5.66495 -2.84371  0.12
H -4.14986 7.43818 -1.39958  0.10
H -2.64483 6.66733 -1.50182  0.08
H -3.39097 4.53926 -0.62942  0.13
H -5.02372 5.05268 -0.50535  0.13
H -3.51279 4.17502 2.18941  0.11
H -5.09422 4.46659 1.65823  0.14
H -3.57274 5.69013 3.92202  0.07
H -5.30776 5.35836 3.96382  0.10
H -3.81552 7.86792 3.07028  0.08
H -5.47533 7.81956 3.37153  0.12
H -4.43121 7.98440 0.78880  0.12
H -5.72312 6.80057 0.96310  0.14
H -1.68761 5.37975 1.07297  0.10
H -2.05300 6.79092 2.14249  0.08
H -1.79740 6.89920 0.32659  0.08
C 2.24398 5.69629 0.00392  -0.05
C 2.07770 7.31854 -0.09383  -0.19
C 1.26800 7.87756 -1.30802  -0.19
C 1.92014 7.76836 -2.75588  -0.04
N 1.14426 8.75117 -3.79844  -0.22
C 1.38011 8.23146 -5.21750  -0.12
C 1.10016 9.42902 -6.16624  -0.13
C 1.53271 10.67201 -5.31772  -0.13
C 1.92231 10.11919 -3.92707  -0.07
C -0.33177 8.76059 -3.58650  0.00
H 1.32118 5.26491 0.39181  0.05
H 3.03452 5.39857 0.69277  0.04
H 2.61255 5.28202 -0.93450  0.07
H 2.99558 7.90568 -0.06425  0.10
H 1.45302 7.50299 0.78015  0.07
H 1.05214 8.94191 -1.21483  0.09
H 0.28426 7.41242 -1.37108  0.08
H 1.73625 6.73017 -3.03242  0.13
H 2.99531 7.86182 -2.90885  0.13
H 0.78496 7.34873 -5.45137  0.14
H 2.41829 7.92539 -5.34633  0.14
H 0.12887 9.46727 -6.65942  0.11
H 1.80223 9.20715 -6.96995  0.11
H 0.69109 11.33502 -5.11723  0.11
H 2.36652 11.24230 -5.72717  0.12
H 1.59117 10.79744 -3.14067  0.12
H 3.00155 9.99939 -3.83226  0.13
H -0.56798 9.51328 -2.83432  0.11
H -0.61429 7.76963 -3.23112  0.10
H -0.89798 9.03141 -4.47766  0.11
C -1.78921 8.89415 5.01472  -0.11
C -2.70085 8.67353 6.16543  -0.25
C -2.20343 7.70059 7.24618  -0.19
C -2.32324 6.24642 6.86568  -0.06
N -1.59329 5.21442 7.90848  -0.19
C -0.13694 5.58582 8.07733  -0.11
C 0.65734 4.31017 8.19852  -0.15
C -0.30118 3.14583 7.99030  -0.15
C -1.49750 3.79171 7.35135  -0.09
C -2.44139 5.27406 9.19473  0.05
H -1.83796 8.02979 4.35244  0.05
H -0.74089 9.05386 5.26693  0.07
H -2.00444 9.82327 4.48699  0.09
H -3.72113 8.39808 5.89846  0.11
H -2.87970 9.64019 6.63626  0.12
H -2.68162 7.91222 8.20255  0.11
H -1.17574 7.99369 7.46069  0.11
H -2.02606 5.99347 5.84794  0.12
H -3.36036 5.91167 6.88681  0.12
H 0.04910 6.33955 8.84243  0.14
H 0.26952 6.18272 7.26088  0.12
H 1.35724 4.28183 9.03364  0.13
H 1.41174 4.28584 7.41214  0.10
H -0.44685 2.71008 8.97873  0.11
H 0.20749 2.33894 7.46277  0.11
H -2.41240 3.21244 7.47581  0.13
H -1.33010 3.90861 6.28066  0.11
H -1.97578 4.50902 9.81604  0.11
H -3.49563 5.08094 8.99625  0.10
H -2.28301 6.27173 9.60420  0.10
P -0.64323 3.13000 3.23275  0.15
F -1.62279 2.39424 4.33758  -0.19
F 0.48587 3.52065 4.25801  -0.14
F 0.08642 1.67199 2.95703  -0.16
F 0.18082 3.81261 1.96766  -0.17
F -1.69838 2.74026 2.11513  -0.15
F -1.47862 4.44949 3.52161  -0.17
P -4.12276 1.02457 -0.63168  0.11
F -4.85896 2.28565 -1.31154  -0.18
F -3.06306 2.07634 0.12065  -0.23
F -5.16986 1.07253 0.53767  -0.14
F -3.24638 -0.05486 0.11383  -0.13
F -4.90068 -0.06883 -1.53225  -0.15
F -2.98574 0.99465 -1.79601  -0.18
P -0.32846 -2.24169 2.01775  0.12
F 0.29507 -3.52134 1.31094  -0.13
F 0.45105 -2.28535 3.40575  -0.16
F 0.81495 -1.33618 1.30222  -0.18
F -0.91545 -0.75521 2.44914  -0.22
F -1.13226 -2.06127 0.63189  -0.17
F -1.62630 -2.96655 2.62931  -0.16
P 3.18001 1.73896 -0.21292  0.20
F 2.41004 0.41583 -0.75185  -0.14
F 1.90544 2.59144 -0.62902  -0.16
F 2.28745 1.42809 1.12079  -0.19
F 3.81386 3.17033 0.24336  -0.21
F 4.48463 1.05032 0.54889  -0.19
F 3.92435 1.97436 -1.64686  -0.17